Here is 3 unconnected molecules or ions with the total composition C8H24ClN2O2 from the OMol25 dataset. Energies are from the ωB97M-V functional and the def2-TZVPD basis.

Properties
E_HOMO: -12.8 eV
Kohn-Sham gap: 10.7 eV
LUMO: -2.12 eV
Relative energy (zero: lowest compared OMol25 entry of this formula, charge and spin): 61.51 kJ/mol
Total charge: +1
2S+1: 1

Each line ends with the Mulliken charge.
Cartesian coordinates (Å):
C: -3.98 1.96 -3.37  -1.33
C: -2.91 1.44 -2.44  0.24
C: -3.28 0.11 -1.72  -0.56
O: -4.64 0.29 -1.38  -0.31
C: -5.13 -0.56 -0.31  -0.73
N: -1.54 1.24 -3.02  -0.12
H: -0.76 1.06 -2.25  0.03
H: -1.46 0.54 -3.76  0.37
H: -1.25 2.15 -3.43  0.42
H: -4.21 1.15 -4.10  0.34
H: -3.67 2.83 -3.96  0.41
H: -4.93 2.11 -2.75  0.33
H: -2.79 2.21 -1.69  0.16
H: -2.78 -0.09 -0.83  0.47
H: -3.01 -0.78 -2.34  0.31
H: -5.55 -1.49 -0.69  0.29
H: -5.93 -0.11 0.22  0.28
H: -4.35 -0.78 0.45  0.29
C: 1.28 -0.27 2.36  -1.17
C: 2.77 -0.12 1.98  0.11
C: 3.78 -0.98 2.73  -0.60
O: 4.97 -1.01 2.00  -0.34
C: 5.98 -1.38 2.99  -0.75
N: 2.70 -0.71 0.58  -0.16
H: 2.39 -1.70 0.52  0.41
H: 2.05 -0.15 -0.10  -0.03
H: 3.62 -0.68 0.08  0.43
H: 1.16 -0.15 3.43  0.37
H: 0.95 -1.35 2.09  0.32
H: 0.61 0.40 1.78  0.36
H: 3.06 0.91 2.05  0.31
H: 3.26 -1.93 2.81  0.32
H: 3.95 -0.53 3.74  0.38
H: 6.93 -1.38 2.45  0.29
H: 5.84 -2.38 3.42  0.31
H: 6.07 -0.64 3.79  0.33
Cl: 0.82 0.77 -1.32  -0.76